1.
DFT (the ωB97M-V functional and the def2-TZVPD basis) results for 4 unconnected molecules or ions with the total composition C2H12N2O3.

Atoms and positions in Å:
C1 -0.32410 2.99359 1.45158
C2 -0.74652 2.67608 0.21494
N1 0.15134 2.18851 -0.77263
N2 1.00035 3.08015 1.86129
H1 -1.07641 3.47927 2.07065
H2 -1.81504 2.45530 0.13336
H3 0.10170 2.63049 -1.66937
H4 0.40887 1.22177 -0.69134
H5 1.63815 2.63132 1.22173
H6 1.33183 3.98065 2.16459
H7 -1.26837 -2.61668 5.43996
H8 -0.20245 -3.50612 6.07072
O1 -0.89316 -3.50458 5.39920
H9 2.90656 -5.70789 -2.26342
H10 2.26488 -4.44202 -2.92019
O2 2.98759 -4.74584 -2.35432
H11 -2.74402 -1.22716 -5.54987
H12 -1.61295 -1.02603 -4.55253
O3 -2.10825 -0.56084 -5.25434

Values from the calculation:
F_max: 2.05 eV Å⁻¹
Gap between HOMO and LUMO (spin up / spin down): 1.610 / 8.271 eV
Lowest unoccupied orbital energy (spin up / spin down): 2.683 / 2.608 eV
Charge: -1
Spin multiplicity: 2
<S²>: 0.75



2.
DFT (the ωB97M-V functional and the def2-TZVPD basis) results for C6H13NOS2 in the gas phase.

Atoms and positions in Å:
N1 -0.26413 3.34911 -1.21144
S1 1.05873 2.41468 -0.73170
O1 1.64173 1.85723 -1.89683
S2 2.11849 3.50634 0.56590
C1 0.07419 0.94234 0.17033
C2 -0.41187 0.16690 -1.00021
C3 -1.01856 -1.13920 -0.41639
C4 0.05328 -1.97601 0.40268
C5 0.62382 -1.09555 1.45596
C6 1.20767 0.14269 0.78764
H1 -0.32862 4.25996 -0.71265
H2 -0.28320 3.57657 -2.16924
H3 -0.64195 1.47037 0.69455
H4 0.40203 -0.25956 -1.70647
H5 -1.17053 0.66203 -1.52920
H6 -1.53387 -1.51652 -1.27109
H7 -1.75276 -0.99415 0.32477
H8 -0.54374 -2.72119 0.77112
H9 0.69673 -2.22128 -0.35091
H10 -0.02666 -0.69338 2.15735
H11 1.35681 -1.71171 1.97366
H12 1.90945 0.79964 1.40399
H13 1.87818 -0.04244 0.02454

Values from the calculation:
F_max: 5.53 eV Å⁻¹
Gap between HOMO and LUMO: 9.488 eV
Lowest unoccupied orbital energy: 0.595 eV
Structure (SMILES): N[S@@](=O)(=S)C1CCCCC1



3.
DFT (the ωB97M-V functional and the def2-TZVPD basis) results for a molecular structure, C17H16Br2N2OTi.

Atoms and positions in Å:
Ti1 -0.23222 0.32180 -0.18012
C1 0.39895 1.02130 4.81919
C2 -0.19186 1.15823 3.41424
C3 0.37918 2.07953 2.52433
C4 -0.19204 2.31444 1.26492
C5 -1.40449 1.64813 0.88777
C6 -1.74398 0.49014 1.67042
C7 -1.18976 0.30203 2.95081
H1 -0.23569 1.65803 5.49486
H2 1.43385 1.39412 4.81905
H3 0.41073 -0.01340 5.18477
H4 1.25644 2.64434 2.85839
H5 0.20085 3.12531 0.65179
H6 -2.13099 2.13973 0.24461
H7 -2.54120 -0.18074 1.35611
H8 -1.56503 -0.49641 3.59274
O1 1.57306 -5.41425 -0.97350
C8 1.01062 -4.20198 -0.62794
C9 -0.35388 -4.06079 -0.52318
C10 -0.84091 -2.85563 -0.21194
N1 -0.05826 -1.74114 -0.00917
C11 1.28526 -1.96708 -0.11931
Br1 2.37933 -0.32794 0.31273
C12 1.89075 -3.15267 -0.38534
H9 0.91974 -6.05862 -1.28914
H10 -0.99057 -4.94009 -0.69220
H11 -1.91839 -2.72071 -0.09030
H12 2.97793 -3.26669 -0.38333
Br2 -2.37542 -0.09119 -1.99211
C13 -0.96381 1.07308 -2.71678
C14 -1.16251 1.76291 -3.90141
C15 -0.11912 2.54651 -4.37511
C16 1.07916 2.64805 -3.63694
C17 1.17725 2.00766 -2.44760
N2 0.16536 1.18852 -1.97989
H13 -2.10768 1.60754 -4.42316
H14 -0.18234 3.07684 -5.32062
H15 1.94205 3.19677 -3.99879
H16 2.01959 2.08434 -1.76885

Values from the calculation:
F_max: 5.29 eV Å⁻¹
Gap between HOMO and LUMO (spin up / spin down): 5.862 / 5.869 eV
Lowest unoccupied orbital energy (spin up / spin down): -16.849 / -16.842 eV
Charge: +4



4.
DFT (the ωB97M-V functional and the def2-TZVPD basis) results for 2 unconnected molecules or ions with the total composition C16H29N5O3.

Atoms and positions in Å:
C1 0.61882 0.73201 -0.69908
C2 -0.73070 1.27186 -1.19091
C3 -1.89210 0.25408 -1.10065
C4 -1.65698 -0.90601 -2.08590
C5 -3.25944 0.96492 -1.30088
N1 -4.32854 0.28525 -0.52893
C6 -5.01240 -0.83323 -0.78183
C7 -5.96404 -1.27548 0.30387
O1 -4.92665 -1.48774 -1.80940
C8 -3.55860 1.35161 -2.76834
O2 -2.92910 2.26662 -3.28577
N2 -4.53428 0.72694 -3.43617
C9 -4.96082 1.05404 -4.79515
H1 0.51768 0.35441 0.31765
H2 1.35056 1.54048 -0.70416
H3 0.97833 -0.06158 -1.35354
H4 -0.97375 2.14052 -0.57791
H5 -0.61547 1.60961 -2.22133
H6 -1.87990 -0.15623 -0.08848
H7 -0.75047 -1.44838 -1.82071
H8 -2.48024 -1.61523 -2.04799
H9 -1.55806 -0.52857 -3.10451
H10 -3.16214 1.93155 -0.80817
H11 -4.54320 0.71173 0.35751
H12 -6.68286 -0.48311 0.50419
H13 -6.49007 -2.16942 -0.02984
H14 -5.39851 -1.50315 1.20548
H15 -4.95024 -0.08170 -2.98828
H16 -5.00482 2.13785 -4.92098
H17 -5.94770 0.63214 -4.98815
H18 -4.24684 0.64496 -5.51140
C10 0.99336 -1.46687 3.10921
C11 2.39499 -0.86401 3.19593
C12 3.17114 -1.09048 1.89435
C13 4.58142 -0.58503 2.02504
C14 5.55164 -1.39433 2.55951
C15 6.88840 -0.88098 2.64680
O3 7.80649 -1.54654 3.08935
N3 7.13945 0.39942 2.26091
C16 6.12996 1.10438 1.68079
N4 6.36130 2.33925 1.19366
N5 4.90576 0.69026 1.56718
H19 0.45506 -1.30138 4.04691
H20 1.04957 -2.54429 2.92763
H21 0.42474 -1.00464 2.29777
H22 2.32065 0.21016 3.39456
H23 2.93193 -1.32380 4.03183
H24 2.67857 -0.58015 1.06208
H25 3.18909 -2.15979 1.66283
H26 5.34792 -2.39730 2.91050
H27 8.09945 0.65096 2.08444
H28 7.05701 2.88524 1.68500
H29 5.49464 2.79919 0.93354

Values from the calculation:
F_max: 2.74 eV Å⁻¹
Gap between HOMO and LUMO: 8.926 eV
Lowest unoccupied orbital energy: 0.468 eV
Structure (SMILES): CC[C@H](C)[C@H](NC(C)=O)C(=O)NC.CCCc1cc(=O)[nH]c(N)n1